This record from the OMol25 dataset describes 11 unconnected molecules or ions with the total composition C29H52Cl12O15 at a distorted geometry. The level of theory is ωB97M-V/def2-TZVPD.

Positions of all 108 atoms, in Å:
C  -4.79072  -1.20784  17.68401
C  -5.48453  0.16762  17.71907
O  -6.62086  0.31031  16.78496
C  -7.78782  -0.05034  17.11229
O  -8.07363  -0.63254  18.16006
O  -8.63113  0.19267  16.10163
C  -9.97160  -0.02554  16.16930
H  -3.88877  -1.20188  18.29601
H  -4.41242  -1.53229  16.71462
H  -5.28673  -2.10630  18.05123
H  -4.74130  0.92908  17.48267
H  -5.68454  0.39181  18.76684
H  -10.31547  -0.45332  15.22757
H  -10.40289  0.94648  16.40860
H  -10.22095  -0.76402  16.93126
C  -6.73931  -3.82339  29.88342
C  -7.49837  -4.84354  28.98060
O  -8.07294  -4.22959  27.83692
C  -9.12567  -3.31262  27.86633
O  -9.65286  -2.86704  28.86619
O  -9.44516  -3.03885  26.59595
C  -10.51636  -2.10845  26.34329
H  -7.31441  -2.98165  30.26922
H  -6.09595  -3.14266  29.32594
H  -6.00768  -4.32530  30.51660
H  -8.23332  -5.40576  29.55668
H  -6.81309  -5.56186  28.53059
H  -10.29671  -1.65022  25.37899
H  -10.67558  -1.31570  27.07425
H  -11.43797  -2.68907  26.30317
O  -3.67678  -9.33201  18.02839
C  -4.00622  -9.06911  19.16904
O  -3.30348  -8.40705  20.04663
C  -3.51893  -8.80207  21.35959
C  -4.89083  -9.40098  21.25097
O  -5.02187  -9.63897  19.82999
H  -2.90296  -9.56496  21.83570
H  -3.58119  -8.04270  22.13906
H  -5.64764  -8.70646  21.61562
H  -4.93483  -10.31256  21.84694
O  -4.52424  -6.66233  26.66212
C  -4.56189  -5.43996  26.57040
O  -5.44929  -4.78083  25.82214
C  -5.27256  -3.37667  25.99415
C  -3.88341  -3.32917  26.71651
O  -3.66107  -4.66040  27.14617
H  -5.17090  -2.87186  25.03346
H  -6.00768  -2.81184  26.56745
H  -3.96849  -2.77195  27.64945
H  -3.19830  -2.81056  26.04586
O  -6.81069  -3.36780  22.04059
C  -7.27120  -4.15565  22.78675
O  -6.57545  -5.26026  23.11683
C  -7.35933  -6.10802  23.88490
C  -8.47845  -5.27552  24.24752
O  -8.57027  -4.32522  23.19524
H  -7.82791  -6.90278  23.30447
H  -6.87025  -6.54627  24.75487
H  -8.13385  -4.78649  25.15868
H  -9.36291  -5.88610  24.42924
Cl  -12.52612  -5.45108  22.41252
C  -12.80206  -7.18654  22.35414
C  -11.91351  -7.90685  23.27776
Cl  -10.18243  -8.06095  22.84063
H  -12.60280  -7.25673  21.28481
H  -13.83438  -7.46713  22.56317
H  -12.28646  -8.92939  23.33625
H  -11.95315  -7.61667  24.32767
Cl  -8.39518  -7.37590  27.14874
C  -9.72084  -8.49714  27.79173
C  -10.17874  -9.31440  26.66578
Cl  -11.32648  -10.67740  26.94925
H  -10.49085  -7.84637  28.20607
H  -9.32478  -9.18523  28.53857
H  -9.41539  -9.68044  25.97919
H  -10.75469  -8.64508  26.02673
Cl  -6.96580  -4.92833  19.16091
C  -8.21479  -3.73376  19.06671
C  -9.55196  -4.41377  18.95550
Cl  -10.95045  -3.29036  18.57237
H  -7.92414  -3.23821  18.14039
H  -8.23502  -3.13657  19.97833
H  -9.80142  -4.93228  19.88125
H  -9.67815  -5.19058  18.20134
Cl  -2.41241  -2.42801  20.49194
C  -3.27295  -3.95458  20.63057
C  -3.19602  -4.56709  22.02489
Cl  -1.53281  -5.01811  22.52201
H  -2.83031  -4.64785  19.91535
H  -4.22488  -3.71646  20.15601
H  -3.79175  -5.47980  22.03788
H  -3.69132  -3.91423  22.74360
Cl  -3.95902  -0.65336  23.25213
C  -4.98802  0.61371  22.71830
C  -6.28180  0.07336  22.14616
Cl  -7.28932  1.53234  21.91087
H  -4.41810  1.10695  21.93089
H  -5.06474  1.34336  23.52442
H  -6.70447  -0.74073  22.73499
H  -6.04150  -0.44659  21.21880
Cl  -3.67774  -10.92103  24.63116
C  -4.38895  -9.46245  25.44450
C  -5.80513  -9.64225  25.83310
Cl  -6.83678  -9.71809  24.38955
H  -4.42594  -8.58727  24.79583
H  -3.74227  -9.23982  26.29323
H  -6.18263  -8.73865  26.31175
H  -5.95720  -10.49306  26.49726

Properties
Energy = -7787.066067 a.u.
Highest occupied orbital energy = -10.42 eV
Frontier orbital gap = 0.3839 hartree
2S+1 = 1
Structure (SMILES) = CCOC(=O)OC.CCOC(=O)OC.O=C1OCCO1.O=C1OCCO1.O=C1OCCO1.ClCCCl.ClCCCl.ClCCCl.ClCCCl.ClCCCl.ClCCCl



This record from the OMol25 dataset describes 4 unconnected molecules or ions with the total composition C29H53F3N2O7 at a distorted geometry. The level of theory is ωB97M-V/def2-TZVPD.

Positions of all 94 atoms, in Å:
C  9.50019  1.85919  0.46929
C  8.30710  2.53194  1.19219
C  7.07097  1.64264  1.31695
C  6.12218  1.72900  0.11732
C  6.44451  0.74288  -1.02704
C  5.23905  -0.09921  -1.44369
C  5.04739  -1.36546  -0.57951
C  3.59285  -1.62266  -0.14588
C  2.99984  -2.94221  -0.70413
C  2.10818  -2.70892  -1.93781
C  0.61125  -2.90339  -1.67745
C  0.04831  -2.13852  -0.44547
C  -0.15032  -3.05474  0.77056
C  -1.35646  -2.83629  1.69187
C  -1.51262  -1.50583  2.43005
C  -2.10993  -0.29720  1.73574
C  -3.52382  -0.47855  1.33477
O  -4.17971  -1.50126  1.38784
O  -4.12825  0.70122  0.95417
C  -4.83047  0.64011  -0.25210
C  -5.50491  1.98837  -0.47678
C  -4.62191  3.07074  -1.10752
O  -5.34292  3.82043  -2.09135
C  -4.08855  4.09363  -0.09137
F  -4.91226  5.19525  -0.02309
F  -2.85649  4.56182  -0.52161
F  -3.92807  3.58289  1.14025
H  10.42264  1.96303  1.02900
H  9.63153  2.28476  -0.52114
H  9.28743  0.80128  0.34735
H  8.64211  2.83132  2.18270
H  8.05377  3.44739  0.66333
H  7.38374  0.61510  1.49545
H  6.51645  1.95294  2.20164
H  6.19283  2.74297  -0.27301
H  5.08769  1.60730  0.42770
H  7.29098  0.11536  -0.76006
H  6.74660  1.31752  -1.90352
H  5.38974  -0.40846  -2.47814
H  4.34511  0.51935  -1.43624
H  5.67681  -1.26477  0.30306
H  5.42406  -2.21164  -1.14760
H  3.54612  -1.65543  0.93913
H  2.95672  -0.82347  -0.51002
H  2.42239  -3.44211  0.06505
H  3.83107  -3.58798  -0.97832
H  2.38893  -3.44309  -2.69534
H  2.29296  -1.74083  -2.39228
H  0.37739  -3.96091  -1.58300
H  0.10173  -2.52501  -2.56267
H  0.76663  -1.36717  -0.17219
H  -0.88023  -1.65374  -0.73206
H  0.75961  -3.08492  1.37146
H  -0.26842  -4.06356  0.36778
H  -2.25662  -3.09519  1.14214
H  -1.24067  -3.59245  2.47180
H  -2.18217  -1.69298  3.26799
H  -0.55652  -1.21853  2.87056
H  -1.53483  0.09870  0.89597
H  -2.18685  0.51689  2.49385
H  -5.61147  -0.11724  -0.25270
H  -4.16310  0.43124  -1.10162
H  -5.87519  2.35815  0.47805
H  -6.37661  1.86179  -1.11518
H  -3.75963  2.60358  -1.58231
H  -5.32245  3.30149  -2.89457
C  -4.31196  1.14206  3.70758
O  -4.58716  -0.12638  3.64518
O  -3.04616  1.51597  3.71367
O  -5.24504  2.03693  3.72509
C  -9.02358  -1.52041  3.90458
C  -7.70094  -2.26349  3.74514
C  -6.71320  -1.54677  2.81617
C  -7.28730  -1.42431  1.47872
N  -7.73951  -1.34881  0.42352
H  -9.54937  -1.43922  2.95126
H  -9.68342  -2.04481  4.60127
H  -8.85643  -0.51331  4.28906
H  -7.89834  -3.27193  3.36708
H  -7.22889  -2.37264  4.72269
H  -5.77980  -2.09367  2.73878
H  -6.46179  -0.54569  3.19369
C  1.15621  0.18584  -4.08341
O  1.33791  -0.90115  -4.59376
N  1.88419  1.28044  -4.37181
C  1.65139  2.55311  -3.72409
C  2.93819  1.16542  -5.36141
H  0.38306  0.36129  -3.31640
H  1.38880  3.31356  -4.46253
H  2.54741  2.87502  -3.18879
H  0.83765  2.46015  -3.01384
H  2.52369  0.85002  -6.32008
H  3.66916  0.41810  -5.04874
H  3.42976  2.12815  -5.47685

Properties
Energy = -2072.548202 a.u.
Highest occupied orbital energy = 0.91 eV
Frontier orbital gap = 0.0852 hartree
2S+1 = 1
Total charge = -2